1.
# C43H53N7O2Sr

A molecular structure, C43H53N7O2Sr (ωB97M-V/def2-TZVPD, the Open Molecules 2025 dataset).

CARTESIAN COORDINATES (ANGSTROEM)
Sr  0.11976  0.44302  -0.36141
C  -4.28445  0.09204  4.11198
C  -3.31700  0.29073  5.09170
C  -1.98458  0.22842  4.74407
C  -1.64581  -0.05562  3.41426
N  -2.57279  -0.23070  2.46358
C  -3.85418  -0.15668  2.82211
N  -0.31988  -0.04144  3.02155
C  0.17388  -1.00153  2.32634
N  1.27062  -0.78618  1.53142
C  1.37670  -1.82358  0.66778
N  2.09898  -1.68368  -0.40469
C  1.82686  -2.29958  -1.59971
C  2.79705  -3.07616  -2.25393
C  2.51777  -3.58721  -3.49991
C  1.29400  -3.29896  -4.10416
C  0.40786  -2.50687  -3.41083
N  0.65090  -2.01804  -2.18729
C  0.45990  -2.92343  1.08430
C  0.30582  -4.22218  0.64363
C  -0.63699  -5.01602  1.29411
C  -1.39201  -4.50847  2.34491
C  -1.23847  -3.19095  2.77249
C  -0.30399  -2.40803  2.12491
H  -5.34018  0.14511  4.33635
H  -3.60426  0.49928  6.11453
H  -1.19634  0.38652  5.46655
H  -4.57795  -0.29478  2.02428
H  3.74108  -3.25212  -1.75811
H  3.25212  -4.19737  -4.01042
H  1.04572  -3.66335  -5.09019
H  -0.55126  -2.23855  -3.84190
H  0.90196  -4.61674  -0.16977
H  -0.77980  -6.04309  0.98443
H  -2.11350  -5.14738  2.83753
H  -1.83765  -2.80104  3.58462
C  3.93909  2.89747  1.10216
C  3.81567  1.44448  0.63849
C  4.48190  0.48316  1.61796
C  4.32220  1.28388  -0.77866
C  5.67260  1.08953  -1.02606
C  6.14658  0.92583  -2.31890
C  5.25805  0.93868  -3.37617
C  3.89553  1.15312  -3.17756
C  2.96528  1.09935  -4.37711
C  3.14830  -0.20504  -5.16075
C  3.16054  2.29774  -5.30839
C  3.43636  1.36695  -1.86777
N  2.06999  1.64966  -1.62620
C  1.57938  2.70350  -2.19837
C  0.21748  3.09726  -2.27916
C  -0.21151  4.21248  -3.01329
C  -1.59916  4.21498  -2.93602
C  -1.95126  3.08784  -2.17286
N  -0.86490  2.40387  -1.77720
C  -3.34097  2.66662  -1.74746
C  -3.58481  1.20910  -2.13743
C  -4.39818  3.54535  -2.41639
C  -3.47450  2.79751  -0.22465
H  3.56019  3.01737  2.12226
H  3.38752  3.57157  0.44139
H  4.98321  3.21723  1.10030
H  2.75931  1.17788  0.62601
H  5.54574  0.69791  1.74180
H  4.37034  -0.54466  1.27368
H  4.00874  0.56374  2.59783
H  6.36705  1.05422  -0.19576
H  7.20347  0.77298  -2.49653
H  5.62485  0.77986  -4.38360
H  1.93635  1.11796  -4.01545
H  4.06342  -0.18743  -5.75698
H  2.31297  -0.35469  -5.84785
H  3.19956  -1.06281  -4.49059
H  4.20143  2.36592  -5.63216
H  2.90020  3.23802  -4.82190
H  2.53745  2.19603  -6.19939
H  2.26309  3.38542  -2.71589
H  0.42660  4.91432  -3.52959
H  -2.27511  4.92568  -3.38291
H  -3.46408  1.06791  -3.21400
H  -4.59810  0.90123  -1.86156
H  -2.87858  0.55255  -1.63022
H  -4.30744  3.51110  -3.50330
H  -4.30606  4.58596  -2.10074
H  -5.39816  3.19937  -2.14618
H  -2.80557  2.09795  0.28318
H  -4.49625  2.57145  0.09366
H  -3.22614  3.80881  0.10332
C  -3.36773  -2.44247  -1.78901
C  -2.75800  -2.05748  -0.45696
O  -1.52261  -1.35957  -0.60606
H  -4.31420  -2.96077  -1.62868
H  -2.70780  -3.12386  -2.33252
H  -3.55261  -1.56962  -2.41224
H  -2.58437  -2.95319  0.14871
H  -3.40298  -1.39504  0.11703
H  -0.92849  -1.83161  -1.22953
C  -0.08126  4.75446  1.97624
C  -0.35324  3.26769  2.04874
O  0.43420  2.55490  1.09054
H  -0.70647  5.29476  2.68867
H  -0.28805  5.12594  0.97214
H  0.96245  4.97038  2.21644
H  -1.38902  3.05106  1.79016
H  -0.16741  2.85984  3.04595
H  1.36646  2.64018  1.32445

The value obtained for the strongest force on any atom is 1.18 eV/Å. The lowest unoccupied orbital energy is -0.2277 eV. The energy relative to the best compared isomer or geometry (same formula, charge and spin) comes out at 7.6 kcal per mole.

Mulliken population analysis, charges in e, atoms 1 to 8:
1. Sr 1.49
2. C -0.89
3. C -0.48
4. C -0.86
5. C -0.07
6. N 0.66
7. C -0.33
8. N -0.24

2.
# C43H54As2BN7O6P2Ta

A molecular structure, C43H54As2BN7O6P2Ta (ωB97M-V/def2-TZVPD, the Open Molecules 2025 dataset).

CARTESIAN COORDINATES (ANGSTROEM)
Ta  -0.61225  -0.39516  0.03815
C  -2.05127  -1.19706  3.93011
C  -1.04060  -0.21455  3.43615
C  -0.63675  0.75859  4.31240
C  0.43861  1.39872  3.72934
C  1.24574  2.49729  4.32009
N  0.65463  0.85741  2.53006
N  -0.29616  -0.13938  2.26498
B  1.99980  1.10273  1.80192
N  2.13626  2.48169  1.02341
N  1.73534  2.59240  -0.29367
C  2.61622  3.36810  -0.94831
C  2.52233  3.70362  -2.40122
C  3.58325  3.80172  -0.05341
C  3.26688  3.23051  1.16283
C  4.03394  3.41897  2.42873
N  2.35467  -0.04933  0.85045
N  1.50520  -0.44448  -0.15125
C  2.25036  -0.92890  -1.16581
C  1.67262  -1.50344  -2.40957
C  3.58426  -0.84791  -0.81406
C  3.62183  -0.30101  0.45558
C  4.82257  0.00002  1.28261
H  -2.80613  -0.65359  4.49541
H  -2.56992  -1.77853  3.19742
H  -1.55757  -1.87812  4.62766
H  -1.04203  0.93787  5.29425
H  0.89746  2.69792  5.33003
H  2.30096  2.23569  4.36399
H  1.14145  3.40919  3.73077
H  2.84343  1.14023  2.63534
H  1.83183  3.04726  -2.92373
H  2.23560  4.74632  -2.54911
H  3.50580  3.57867  -2.85322
H  4.42167  4.44463  -0.26530
H  4.88512  4.06518  2.22695
H  3.42063  3.90408  3.18582
H  4.40528  2.48459  2.84471
H  0.88114  -0.87128  -2.80644
H  2.45430  -1.59465  -3.16081
H  1.27459  -2.50585  -2.23344
H  4.42498  -1.17711  -1.40164
H  5.65151  -0.61847  0.94442
H  5.12281  1.04318  1.16851
H  4.64365  -0.19790  2.33734
C  -0.74360  -3.57100  2.22762
C  -2.22068  -3.65706  1.85858
As  -2.81387  -2.11472  0.76611
C  -4.30715  -1.23010  1.64711
C  -5.51148  -1.91064  1.78838
C  -6.57527  -1.31109  2.45121
C  -6.44235  -0.03441  2.97049
C  -5.24037  0.64760  2.82772
C  -4.17600  0.05560  2.16966
C  -3.67711  -3.07031  -0.69886
C  -3.57630  -2.71199  -2.04030
C  -4.28589  -3.40363  -3.01253
C  -5.09781  -4.47103  -2.65836
C  -5.17083  -4.86123  -1.33033
C  -4.46336  -4.16900  -0.35666
As  0.23272  -3.11052  0.61908
C  2.06929  -3.49470  0.95764
C  2.55285  -3.47099  2.26320
C  3.87398  -3.81909  2.50713
C  4.69659  -4.19840  1.45511
C  4.20632  -4.23567  0.15656
C  2.89011  -3.88202  -0.09732
C  -0.35341  -4.51136  -0.56094
C  -0.74506  -4.24728  -1.86558
C  -1.11353  -5.29194  -2.70423
C  -1.08625  -6.59576  -2.23648
C  -0.68475  -6.86355  -0.93156
C  -0.30985  -5.82610  -0.09538
H  -0.36936  -4.51980  2.60995
H  -0.53686  -2.80550  2.96922
H  -2.86298  -3.75276  2.73264
H  -2.38358  -4.52354  1.22201
H  -5.65157  -2.90086  1.38221
H  -7.50826  -1.84849  2.55555
H  -7.27223  0.43097  3.48518
H  -5.13222  1.64615  3.23093
H  -3.25160  0.60599  2.07111
H  -2.87247  -1.95707  -2.35393
H  -4.18321  -3.12503  -4.05432
H  -5.65354  -5.00835  -3.41508
H  -5.77928  -5.70889  -1.04425
H  -4.53437  -4.51135  0.66760
H  1.91433  -3.17705  3.08672
H  4.25567  -3.81116  3.51956
H  5.72112  -4.48725  1.65041
H  4.84560  -4.55768  -0.65511
H  2.49832  -3.95467  -1.10340
H  -0.78510  -3.22795  -2.23248
H  -1.41911  -5.08686  -3.72194
H  -1.36893  -7.41042  -2.89009
H  -0.65221  -7.88331  -0.57181
H  0.02836  -6.05072  0.90962
N  -1.50711  2.68339  -3.30113
C  -1.83207  2.28943  -1.87327
C  -2.94630  3.20852  -1.37196
P  -0.04442  2.31273  -0.96374
O  -0.23282  3.90740  -1.00601
O  0.44417  1.32346  -1.99589
O  -0.50371  1.57306  0.36425
P  -2.44436  0.59326  -1.74939
O  -3.45637  0.43034  -2.92627
O  -2.84712  0.46825  -0.30858
O  -1.35229  -0.57130  -1.80801
H  -0.91237  3.51760  -3.27883
H  -2.34687  2.91487  -3.83838
H  -0.97595  1.94885  -3.77534
H  -2.65413  4.24832  -1.51615
H  -3.10148  3.05332  -0.30726
H  -3.89788  3.03797  -1.88334
H  0.46488  4.42841  -0.58475
H  -4.05267  -0.33935  -2.93084

The value obtained for the strongest force on any atom is 1.68 eV/Å. The lowest unoccupied orbital energy is -9.1281 eV. As for the charge: +3.

Mulliken population analysis, charges in e, atoms 1 to 8:
1. Ta 1.14
2. C -1.52
3. C 0.44
4. C -2.12
5. C 0.95
6. C -1.36
7. N 0.37
8. N 0.93

Computed gap between HOMO and LUMO (eV) in order:
6.660, 6.607